{
  "formula": "C5H11N2O5P",
  "method": "the ωB97M-V functional and the def2-TZVPD basis",
  "species": ["C", "C", "C", "C", "C", "N", "N", "O", "O", "O", "O", "O", "P", "H", "H", "H", "H", "H", "H", "H", "H", "H", "H", "H"],
  "xyz": [[0.867, -1.782, -0.514], [1.529, 1.122, -0.957], [1.032, 0.839, 1.382], [-0.569, 1.772, -0.119], [-0.502, -1.152, -0.416], [-1.190, -0.904, -1.528], [0.541, 0.902, 0.066], [1.645, -1.843, 0.445], [-2.124, -0.052, 1.691], [-0.939, -2.426, 1.978], [1.180, -2.063, -1.766], [-2.852, -1.983, 0.312], [-1.555, -1.343, 1.106], [1.103, 1.279, -2.003], [2.283, 1.851, -0.769], [2.025, 0.134, -0.798], [0.225, 0.894, 2.025], [1.407, -0.278, 1.365], [1.765, 1.732, 1.674], [-1.360, 1.494, 0.696], [-0.209, 2.768, -0.148], [-1.025, 1.460, -1.141], [-2.734, -1.285, -0.303], [-0.543, -1.139, -2.278]],
  "forces_ev_per_angstrom": [[1.7, -0.3, -3.7], [0.0, -3.0, -0.4], [3.2, -1.2, -0.2], [-2.8, -2.0, -0.3], [-2.4, -0.1, -1.9], [1.1, -0.3, 2.4], [-1.0, 2.1, -1.3], [-0.2, -0.3, 0.2], [1.1, -0.7, -0.4], [-0.7, 1.4, -0.8], [-0.5, 0.2, 2.5], [0.4, -1.0, 1.5], [-0.1, -1.4, 2.7], [0.4, -0.6, 1.5], [0.5, 1.3, 0.5], [0.7, 0.7, -1.5], [-1.7, 0.0, 1.5], [0.4, 2.2, 1.1], [-0.8, -1.6, -0.6], [1.3, 0.9, -1.4], [-0.1, 1.7, 0.1], [0.5, 0.8, 1.5], [-1.3, 1.0, -2.7], [0.2, 0.0, -0.2]],
  "mulliken_charge": [0.170, -1.157, -1.075, -1.266, 1.312, -1.171, 0.532, -0.663, -0.825, -0.784, -0.811, -0.594, 0.717, 0.248, 0.339, 0.391, 0.421, 0.307, 0.173, 0.272, 0.478, 0.300, 0.323, 0.362],
  "lumo_ha": 0.2249,
  "relative_energy_kj_mol": 76.9,
  "homo_lumo_gap_ev": 7.32,
  "total_charge": -2
}



{
  "formula": "C5H11N2S",
  "method": "the ωB97M-V functional and the def2-TZVPD basis",
  "species": ["C", "C", "C", "C", "C", "N", "N", "S", "H", "H", "H", "H", "H", "H", "H", "H", "H", "H", "H"],
  "xyz": [[-0.170, -1.573, -0.387], [0.900, 0.278, 0.661], [0.172, 0.647, -0.639], [2.356, -0.016, 0.416], [-2.126, 1.405, 0.289], [0.269, -1.068, 0.836], [-0.199, -0.542, -1.226], [-2.774, -0.185, 0.402], [-0.507, -2.499, -0.652], [0.721, 0.864, 1.501], [0.378, 1.490, -1.253], [2.383, -0.504, -0.505], [2.789, -0.582, 1.257], [2.735, 1.059, 0.398], [-1.987, 1.875, -0.755], [-1.537, 1.952, 1.047], [0.538, -1.741, 1.511], [-0.387, -0.617, -2.253], [-3.557, -0.244, -0.648]],
  "forces_ev_per_angstrom": [[1.0, 4.8, 2.5], [-0.6, -2.9, -1.9], [-0.7, 0.0, 1.3], [0.2, 3.3, 1.9], [2.4, 0.0, -2.9], [-1.7, -1.4, -2.6], [0.3, -0.1, -1.6], [0.3, 0.5, 1.4], [-0.5, -2.4, -0.3], [-0.4, 1.2, 1.3], [0.3, 0.3, -0.3], [0.8, -0.8, -1.4], [0.0, 0.3, -0.5], [0.6, -1.6, -0.3], [-1.0, -0.6, 1.8], [-0.9, -0.8, 0.0], [0.4, -0.3, 0.9], [0.0, 0.0, 1.5], [-0.5, 0.4, -0.8]],
  "mulliken_charge": [-0.394, 0.080, -0.729, -1.240, -0.496, -0.134, 0.098, -0.108, 0.449, 0.465, 0.575, 0.325, 0.392, 0.329, 0.319, 0.386, 0.229, 0.268, 0.187],
  "lumo_ha": [-0.1427, -0.1642],
  "relative_energy_kj_mol": 389.9,
  "homo_lumo_gap_ev": [7.86, 6.90],
  "total_charge": 1
}



{
  "formula": "C5H11N3",
  "method": "the ωB97M-V functional and the def2-TZVPD basis",
  "species": ["C", "C", "C", "N", "C", "C", "N", "N", "H", "H", "H", "H", "H", "H", "H", "H", "H", "H", "H"],
  "xyz": [[-1.742, 1.385, -0.110], [-0.930, 0.117, -0.065], [-1.580, -1.062, 0.147], [-1.105, -2.315, -0.103], [0.508, 0.182, 0.026], [1.231, 1.507, 0.095], [1.149, -0.941, 0.041], [2.521, -0.982, 0.083], [-1.689, 1.928, 0.836], [-1.404, 2.051, -0.904], [-2.789, 1.156, -0.295], [-2.650, -1.039, 0.326], [-1.569, -3.087, 0.349], [-0.090, -2.352, -0.137], [1.821, 1.662, -0.812], [1.911, 1.511, 0.948], [0.547, 2.339, 0.202], [2.848, -1.864, -0.291], [3.012, -0.195, -0.337]],
  "forces_ev_per_angstrom": [[0.0, -0.1, 0.3], [-0.8, -0.4, 1.1], [-0.5, 0.4, -1.3], [0.3, -0.3, 0.6], [1.1, -0.4, -0.3], [0.0, -0.3, 0.0], [-0.1, 0.2, -0.6], [0.5, 0.3, 0.4], [0.0, 0.2, 0.0], [0.0, 0.0, -0.1], [0.0, 0.0, 0.0], [-0.1, 0.1, -0.1], [0.0, 0.1, 0.0], [-0.1, -0.1, 0.1], [0.1, 0.1, 0.0], [0.1, 0.0, 0.0], [0.0, 0.1, 0.0], [-0.1, 0.2, 0.0], [-0.2, -0.1, 0.0]],
  "mulliken_charge": [-1.619, 0.515, -0.331, -0.443, 0.995, -1.624, -0.277, -0.786, 0.323, 0.373, 0.381, 0.315, 0.232, 0.342, 0.359, 0.427, 0.376, 0.249, 0.192],
  "lumo_ha": 0.0393,
  "relative_energy_kj_mol": 147.6,
  "homo_lumo_gap_ev": 8.05,
  "total_charge": 0,
  "smiles": "CC(=C/N)/C(C)=N/N"
}



{
  "formula": "C5H11N3",
  "method": "the ωB97M-V functional and the def2-TZVPD basis",
  "species": ["H", "N", "C", "C", "C", "N", "H", "H", "H", "H", "H", "H", "H", "C", "C", "N", "H", "H", "H"],
  "xyz": [[1.161, 1.810, 0.857], [0.526, 1.733, 0.062], [-0.335, 0.813, 0.179], [-1.340, 0.624, -0.920], [-0.807, 0.239, 1.627], [-1.430, -1.039, 1.600], [-1.010, 1.135, -1.824], [-2.308, 1.018, -0.619], [-1.450, -0.435, -1.143], [0.095, 0.195, 2.247], [-1.495, 0.994, 2.021], [-0.819, -1.720, 1.105], [-2.313, -1.007, 1.103], [2.238, -0.429, -1.269], [1.205, -1.174, -0.580], [0.598, -2.062, -0.148], [2.956, -0.047, -0.537], [1.792, 0.435, -1.771], [2.736, -1.081, -1.992]],
  "forces_ev_per_angstrom": [[-0.4, 0.1, 0.3], [0.9, -0.4, -0.7], [-1.9, 1.2, 2.3], [0.5, -0.4, -0.3], [1.3, 0.4, -1.9], [-0.1, -1.2, -0.3], [0.0, 0.1, 0.1], [-0.1, 0.0, 0.1], [-0.2, -0.1, 0.0], [-0.1, 0.2, 0.1], [0.2, 0.0, 0.0], [-0.8, 0.6, 0.6], [0.1, 0.0, 0.1], [0.1, 0.9, -0.2], [0.1, -2.4, 0.1], [0.5, 1.2, -0.5], [-0.1, -0.1, -0.2], [0.2, -0.1, 0.0], [-0.1, 0.1, 0.2]],
  "mulliken_charge": [0.244, -0.777, 0.793, -1.434, -0.729, -0.652, 0.347, 0.383, 0.396, 0.363, 0.392, 0.380, 0.278, -1.045, 0.711, -0.580, 0.272, 0.333, 0.326],
  "lumo_ha": 0.0279,
  "relative_energy_kj_mol": 130.4,
  "homo_lumo_gap_ev": 9.36,
  "total_charge": 0,
  "smiles": "[H]/N=C(/C)CN.CC#N"
}



{
  "formula": "C5H11N3",
  "method": "the ωB97M-V functional and the def2-TZVPD basis",
  "species": ["C", "C", "N", "C", "C", "N", "N", "C", "H", "H", "H", "H", "H", "H", "H", "H", "H", "H", "H"],
  "xyz": [[2.537, -1.152, -0.361], [1.669, -0.213, 0.029], [2.118, 1.061, 0.455], [0.234, -0.436, 0.021], [-0.713, 0.520, -0.104], [-0.429, 1.836, -0.443], [-2.076, 0.288, 0.046], [-2.599, -1.056, 0.086], [3.602, -0.991, -0.323], [2.203, -2.091, -0.760], [1.705, 1.334, 1.339], [3.128, 1.094, 0.516], [-0.065, -1.468, 0.076], [-1.011, 2.532, 0.002], [0.561, 2.040, -0.399], [-2.632, 0.918, -0.517], [-3.678, -1.003, 0.224], [-2.386, -1.630, -0.825], [-2.167, -1.582, 0.937]],
  "forces_ev_per_angstrom": [[0.0, 0.1, 0.0], [0.3, -0.1, -0.1], [0.2, 0.1, 0.0], [-0.2, -0.1, 0.1], [-0.2, 0.1, 0.0], [-0.1, 0.0, 0.0], [0.1, 0.4, -0.3], [0.1, -0.1, 0.1], [0.2, 0.1, 0.1], [-0.2, -0.2, -0.1], [0.0, -0.1, 0.0], [-0.1, 0.0, 0.0], [-0.1, -0.1, 0.0], [0.0, 0.0, 0.1], [-0.1, 0.1, -0.1], [0.1, -0.1, 0.0], [0.0, 0.0, 0.0], [0.0, 0.0, 0.1], [-0.1, -0.1, 0.0]],
  "mulliken_charge": [-1.284, 0.595, -0.615, -0.487, 0.504, -0.578, -0.295, -0.990, 0.252, 0.284, 0.265, 0.208, 0.348, 0.225, 0.331, 0.252, 0.335, 0.342, 0.306],
  "lumo_ha": 0.0360,
  "relative_energy_kj_mol": 73.0,
  "homo_lumo_gap_ev": 8.16,
  "total_charge": 0,
  "smiles": "C=C(N)/C=C(\\N)NC"
}



{
  "formula": "C5H11N3",
  "method": "the ωB97M-V functional and the def2-TZVPD basis",
  "species": ["H", "N", "C", "N", "N", "C", "H", "H", "H", "H", "H", "H", "C", "C", "C", "H", "H", "H", "H"],
  "xyz": [[-1.442, -1.555, 0.713], [-2.155, -1.001, 0.250], [-1.757, 0.154, -0.102], [-2.595, 0.944, -0.865], [-0.527, 0.711, 0.206], [0.077, 1.729, -0.606], [-2.534, 1.938, -0.709], [-3.537, 0.582, -0.874], [0.160, 0.007, 0.528], [1.162, 1.706, -0.380], [-0.031, 1.557, -1.677], [-0.358, 2.708, -0.375], [2.445, -0.592, -0.374], [1.854, -1.285, 0.563], [1.397, -2.048, 1.510], [3.494, -0.327, -0.304], [1.979, -0.457, -1.338], [0.877, -1.645, 2.368], [1.492, -3.125, 1.467]],
  "forces_ev_per_angstrom": [[0.1, 0.2, 0.0], [-0.4, -0.5, 0.1], [0.3, -0.1, 0.2], [0.0, 0.3, -0.1], [0.5, -1.0, 0.4], [0.6, 0.3, 0.0], [0.0, 0.0, 0.0], [0.1, 0.0, 0.0], [-1.0, 0.8, -0.3], [-0.7, 0.4, -0.1], [-0.1, -0.1, -0.2], [0.3, 0.0, 0.0], [0.1, -0.7, -0.1], [0.9, -0.2, -0.2], [-0.3, 0.1, 0.2], [-0.1, 0.1, 0.2], [-0.2, 0.3, 0.0], [-0.1, 0.1, 0.0], [0.1, 0.0, -0.1]],
  "mulliken_charge": [0.242, -0.781, 0.605, -0.464, -0.192, -1.017, 0.196, 0.288, -0.015, 0.391, 0.336, 0.318, -0.917, 0.471, -0.705, 0.259, 0.382, 0.358, 0.245],
  "lumo_ha": 0.0325,
  "relative_energy_kj_mol": 200.6,
  "homo_lumo_gap_ev": 9.38,
  "total_charge": 0,
  "smiles": "[H]/N=C(/N)NC.C=C=C"
}